No. 1
ORCA calculation (ωB97M-V/def2-TZVPD) on C13H16Cl2IN6O2SW as an isolated structure.

The geometry in XYZ format:
```
42
Properties=species:S:1:pos:R:3:forces:R:3:mulliken_charge:R:1
W 7.80380 -14.09780 4.65401 -1.1 0.3 0.4 1.781
Cl 11.83963 -11.85139 4.68429 0.2 -0.8 -0.3 -0.137
C 11.37762 -13.15018 3.52444 0.2 1.5 0.2 -0.159
Cl 9.67761 -12.81053 3.10223 0.0 0.1 -0.7 0.066
H 11.34935 -14.11560 3.98202 0.4 -0.3 0.3 0.021
H 12.01848 -13.04193 2.64169 -0.4 -0.2 0.3 0.404
C 8.82407 -16.28144 1.01167 -0.7 0.6 -0.6 -0.881
C 7.80619 -15.46719 1.75331 -1.2 -0.1 1.0 0.630
O 7.99636 -15.43976 3.01234 -0.1 0.9 -0.7 -0.622
N 6.73337 -14.85108 1.17926 1.3 -1.4 0.7 0.018
C 5.66989 -14.24179 1.99687 0.5 1.6 0.4 -1.369
C 6.01804 -12.77441 2.35780 -0.2 -1.4 -1.0 1.122
C 5.52317 -11.80013 1.53615 -0.5 0.4 -0.9 -0.736
C 5.74899 -10.44059 1.79319 -1.4 -1.0 -0.4 -0.479
C 6.38487 -10.13430 2.96237 1.9 -0.9 0.4 -0.849
C 6.94665 -11.19933 3.69381 0.9 0.8 1.2 0.261
N 6.80505 -12.50733 3.41067 -1.2 0.5 0.4 -0.158
H 8.97020 -17.20450 1.60396 0.1 0.4 -0.6 0.253
H 9.69936 -15.62729 1.11716 0.3 -0.5 -0.3 0.203
H 8.57132 -16.43729 -0.06768 0.3 0.0 1.0 0.398
H 6.57942 -15.14398 0.22001 -0.3 0.4 0.2 0.290
H 5.53497 -14.73890 2.95919 0.0 -0.5 -0.3 0.058
H 4.72922 -14.17540 1.44150 0.3 -0.5 0.0 0.628
H 4.93257 -12.12627 0.65564 0.4 0.4 0.7 0.345
H 5.25263 -9.75584 1.11990 0.4 0.5 0.1 0.423
H 6.75323 -9.16259 3.24375 -0.6 0.4 0.1 0.428
H 7.59392 -10.96755 4.59430 -1.0 -0.3 -1.3 0.163
S 6.13597 -15.22557 5.59994 1.0 1.0 -0.4 -0.380
N 11.06789 -18.55644 3.11153 -0.6 1.5 2.1 -0.534
C 10.78602 -17.89867 4.04932 0.8 -2.0 -3.5 0.557
N 10.43375 -17.21028 5.08455 -0.8 2.4 1.7 -0.609
C 10.00764 -16.01506 5.14531 0.9 -3.6 -0.3 0.683
N 9.55818 -14.94748 5.32578 -0.3 1.0 0.7 -0.738
N 8.22181 -13.41486 8.05968 -1.8 -0.9 -1.6 -0.256
C 8.32548 -12.37278 7.25928 0.8 -0.2 -0.3 0.578
O 8.01248 -12.45070 6.03891 0.2 -0.5 -0.3 -0.698
C 8.90720 -11.07287 7.76160 0.3 -0.2 -0.3 -1.045
I 7.27517 -9.81895 8.21186 -0.5 0.3 0.3 0.153
H 7.54082 -14.18203 7.79609 1.3 0.9 0.1 0.165
H 8.42380 -13.30930 9.00850 0.3 0.1 1.6 0.230
H 9.40755 -10.55686 6.93502 0.1 -0.4 0.3 0.267
H 9.56001 -11.14846 8.64561 -0.4 -0.2 -0.5 0.525
```
Forces are in eV/Å.

**Relative energy (zero: lowest compared OMol25 entry of this formula, charge and spin)**: 8.73 kcal per mole
**E_HOMO (alpha / beta)**: -0.34655 / -0.42619 Eh
**Total charge**: +1
**Orbital gap (alpha / beta)**: 5.6 / 8.1 eV
**Spin multiplicity**: 3
**<S²>**: 2.046
**LUMO (alpha / beta)**: -3.8 / -3.5 eV


No. 2
ORCA calculation (ωB97M-V/def2-TZVPD) on a 2-piece molecular cluster, C26H18BCl2F6N2O4S overall.

The geometry in XYZ format:
```
60
Properties=species:S:1:pos:R:3:forces:R:3:mulliken_charge:R:1
N -1.22467 -3.39567 2.93580 1.9 1.3 -0.1 -0.589
C -0.27354 -2.72617 2.82725 -2.2 -1.7 0.0 -0.443
C 0.88057 -1.90113 2.78808 -0.4 1.6 -0.1 0.929
C 0.74137 -0.53456 2.68238 0.0 -2.3 1.2 2.528
C -0.55609 0.02209 2.81280 -3.0 1.5 0.1 -0.744
N -1.62209 0.45359 3.03865 2.6 -1.1 -0.3 -0.665
C 1.87125 0.32906 3.03490 0.3 2.8 -0.8 -0.181
O 1.75393 1.55987 3.03574 0.3 -2.7 0.6 -0.629
C 3.15512 -0.31725 3.40742 0.5 -1.0 0.2 0.380
Cl 4.42598 0.74548 3.83600 -0.2 -0.1 -0.1 -0.147
C 3.28622 -1.66754 3.50216 -0.2 1.0 0.1 0.114
Cl 4.65529 -2.42355 4.17388 0.1 0.0 -0.2 -0.147
C 2.14449 -2.56890 3.17688 0.2 -1.3 0.3 0.211
O 2.19036 -3.77940 3.34675 0.1 1.7 -0.3 -0.591
C -0.60824 1.38357 -5.78323 0.2 0.0 -0.4 -1.296
C -0.80644 1.24824 -4.32309 -0.9 0.0 0.7 0.743
C -1.95579 1.53924 -3.61469 0.8 -0.2 -0.2 -0.835
C -1.83461 1.30563 -2.20540 0.8 -0.2 -0.9 -1.126
C -0.58551 0.83560 -1.87047 -0.2 0.1 -0.3 0.494
B -0.09052 0.48455 -0.35880 -1.6 -0.1 -1.5 1.681
C -0.95266 -0.90531 -0.15409 1.4 1.5 0.8 0.204
C -0.31627 -2.08108 -0.44957 -0.5 -1.2 -0.1 -0.644
C -1.02133 -3.28467 -0.37329 0.4 -0.1 -0.5 0.248
C -0.25029 -4.51254 -0.76707 0.0 0.2 0.0 0.759
F -1.02295 -5.62162 -0.89135 0.6 0.4 0.0 -0.308
F 0.38850 -4.31561 -1.96786 -0.4 -0.5 0.9 -0.289
F 0.72677 -4.78649 0.15621 -0.5 -0.1 -0.7 -0.251
C -2.34503 -3.32084 0.03538 0.0 -0.4 0.2 -1.078
C -2.94135 -2.12401 0.40195 -0.2 0.6 -0.1 0.365
C -4.35260 -2.08558 0.92743 0.1 0.1 0.1 0.817
F -4.43404 -1.29191 2.03676 -0.2 -0.6 -0.8 -0.268
F -5.22494 -1.56297 0.00227 0.4 -0.4 0.8 -0.290
F -4.81654 -3.31904 1.27531 0.0 0.8 -0.2 -0.302
C -2.25843 -0.90627 0.28315 -1.0 -0.9 0.1 -1.062
O 1.31087 0.30243 -0.24563 1.7 -0.2 0.6 -0.774
C 2.18786 1.42822 -0.17871 -0.6 -0.3 0.2 -1.678
C 1.49151 2.81779 0.02452 -0.4 -0.3 0.0 2.849
C 2.34298 3.73414 0.88216 0.1 -0.2 0.3 -1.924
C 1.30995 3.46592 -1.33557 -0.2 0.1 -0.4 -1.689
C 0.11674 2.68632 0.74648 -0.3 -0.6 -0.1 -1.480
O -0.62508 1.52857 0.43656 -0.4 0.9 1.5 -0.203
S 0.42137 0.63157 -3.26358 -0.9 0.2 0.0 -0.282
H -1.48347 1.86722 -6.22783 0.2 0.0 0.0 0.350
H 0.27726 1.99845 -5.98342 -0.1 -0.1 -0.2 0.262
H -0.46588 0.41157 -6.27430 0.0 0.2 0.0 0.257
H -2.85472 1.90212 -4.10283 0.1 0.0 0.0 0.303
H -2.64577 1.45112 -1.50049 0.2 0.1 0.0 0.470
H 0.71504 -2.07607 -0.78400 0.0 0.0 0.0 0.435
H -2.88398 -4.26415 0.13957 0.2 0.3 -0.1 0.446
H -2.77174 0.01920 0.53559 0.2 -0.1 0.1 0.504
H 2.86651 1.21326 0.66013 0.1 0.3 -0.1 0.198
H 2.78434 1.43165 -1.10884 -0.1 0.2 0.3 0.481
H 1.80892 4.66154 1.12417 0.0 -0.1 -0.2 0.350
H 2.55014 3.22138 1.82110 0.3 0.3 0.0 0.360
H 3.26619 3.99072 0.36044 0.1 0.0 0.1 0.404
H 0.84386 4.45624 -1.21378 0.1 -0.2 -0.2 0.390
H 2.29336 3.59101 -1.81457 -0.2 0.0 0.0 0.422
H 0.68482 2.83040 -1.98180 0.2 0.6 0.2 0.314
H 0.25614 2.67450 1.83923 0.1 0.3 -0.4 0.197
H -0.52319 3.55005 0.48712 0.4 0.0 0.1 0.448
```
Forces are in eV/Å.

**E_HOMO**: -0.17619 Eh
**Total charge**: -1
**Orbital gap**: 4.0 eV
**LUMO**: -0.8 eV


No. 3
ORCA calculation (ωB97M-V/def2-TZVPD) on one molecule with the formula C5H10O2.

The geometry in XYZ format:
```
17
Properties=species:S:1:pos:R:3:forces:R:3:mulliken_charge:R:1
C 1.30483 -2.02590 -0.35096 0.0 0.0 0.0 -1.128
C 0.08384 -1.17203 -0.68682 -0.1 0.0 0.0 -0.500
C 0.23318 0.24633 -0.14331 -0.3 -0.2 0.1 0.259
O 1.49524 0.72480 -0.59613 0.2 0.3 0.1 -0.557
C -0.82234 1.22672 -0.57299 -0.1 0.1 0.1 -0.664
C -1.61753 1.92359 0.24218 0.0 0.0 -0.3 0.086
O -1.78372 1.75221 1.57807 0.1 -0.2 0.1 -0.510
H 1.20413 -3.04324 -0.74179 0.0 0.1 0.1 0.359
H 2.20139 -1.57479 -0.78288 -0.1 -0.1 0.1 0.295
H 1.45440 -2.09048 0.73432 0.0 0.0 -0.2 0.291
H -0.05441 -1.11782 -1.77348 0.0 0.0 0.1 0.328
H -0.82957 -1.61470 -0.26930 0.1 0.1 -0.1 0.269
H 0.25425 0.17564 0.96185 0.0 0.0 -0.1 0.188
H 1.51737 1.67161 -0.40841 0.1 -0.1 -0.1 0.314
H -0.83610 1.47620 -1.63112 0.0 0.0 0.1 0.280
H -2.23030 2.74824 -0.11019 0.0 -0.2 0.0 0.366
H -1.35419 0.92903 1.84489 0.0 0.1 0.1 0.324
```
Forces are in eV/Å.

**Relative energy (zero: lowest compared OMol25 entry of this formula, charge and spin)**: 39.18 kcal per mole
**E_HOMO**: -0.33431 Eh
**Structure (SMILES)**: CC[C@@H](O)/C=C\O
**Total charge**: 0
**Orbital gap**: 9.8 eV
**LUMO**: 0.7 eV


The lowest total charge belongs to which entry? C26H18BCl2F6N2O4S


Which of these has the highest total charge? C13H16Cl2IN6O2SW


Among the records above, which one has the lowest total charge? C26H18BCl2F6N2O4S


What is the formula in the first record? C13H16Cl2IN6O2SW